Computed, not measured: a 4-piece molecular cluster, C5H16O3 overall in a non-equilibrium geometry, with wB97M-V/def2-TZVPD.

## Properties
E	-11586.0461	eV
SMILES	C/C=C/CC.O.O.O
highest occupied orbital energy	-9.0	eV

Structure (XYZ):
```
24
C5H16O3 (wB97M-V/def2-TZVPD)
C -1.705 -0.381 -0.048
C -0.638 -1.037 -0.970
C 0.269 -1.904 -0.092
C 1.013 -1.445 0.900
C 1.907 -2.295 1.751
H -1.890 0.611 -0.487
H -1.311 -0.349 0.961
H -2.703 -0.822 -0.001
H 0.052 -0.330 -1.429
H -1.098 -1.513 -1.836
H 0.191 -2.969 -0.281
H 1.117 -0.379 1.052
H 1.602 -3.338 1.767
H 1.927 -1.856 2.752
H 2.979 -2.179 1.546
H 0.513 2.982 0.121
H 2.007 2.999 0.152
O 1.283 2.537 -0.288
H -1.567 2.111 0.519
H -1.041 2.393 1.885
O -1.172 2.826 1.033
H -1.335 1.481 -2.807
H 0.160 1.685 -2.906
O -0.560 1.171 -3.293
```